No. 1
{"formula": "C27H32ClF6GaN7O2S", "method": "wB97M-V/def2-TZVPD", "homo_lumo_gap_ev": 7.6, "relative_energy_kcal_mol": 0.00, "total_charge": 1, "homo_energy_ev": -11.4, "max_force_ha_per_bohr": 0.010, "symbols": ["Ga", "N", "C", "S", "N", "N", "C", "C", "C", "C", "C", "C", "N", "H", "H", "H", "H", "H", "H", "H", "C", "C", "C", "C", "C", "O", "C", "C", "C", "C", "C", "C", "Cl", "C", "C", "C", "N", "C", "N", "C", "N", "H", "H", "H", "H", "H", "H", "H", "H", "H", "H", "H", "H", "H", "H", "H", "H", "H", "H", "H", "H", "H", "H", "C", "C", "O", "C", "F", "F", "F", "C", "F", "F", "F", "H", "H", "H"], "xyz": [[0.160, -2.089, 1.837], [-2.915, -4.973, 2.131], [-1.834, -4.274, 1.785], [-0.844, -3.659, 3.112], [-1.578, -4.152, 0.491], [-0.457, -3.439, 0.297], [0.220, -3.487, -0.778], [1.455, -2.689, -0.755], [2.328, -2.622, -1.822], [3.502, -1.894, -1.677], [3.764, -1.265, -0.474], [2.831, -1.359, 0.547], [1.701, -2.052, 0.408], [-3.154, -5.109, 3.097], [-3.474, -5.399, 1.410], [-0.048, -4.115, -1.622], [2.095, -3.142, -2.741], [4.208, -1.830, -2.494], [4.671, -0.700, -0.319], [2.967, -0.886, 1.507], [-2.135, -0.551, -3.533], [-1.540, 0.845, -3.301], [-1.386, 1.475, -4.697], [-0.127, 0.745, -2.713], [-2.520, 1.717, -2.442], [-3.719, 1.896, -3.217], [-1.996, 3.131, -2.072], [-1.343, 3.441, -0.711], [0.123, 3.125, -0.553], [0.574, 2.262, 0.437], [1.925, 1.998, 0.608], [2.841, 2.617, -0.221], [4.542, 2.337, 0.013], [2.425, 3.490, -1.215], [1.071, 3.738, -1.370], [-3.187, 1.001, -1.245], [-2.388, 0.466, -0.134], [-1.533, -0.543, -0.087], [-1.172, -0.753, 1.174], [-1.886, 0.169, 1.884], [-2.637, 0.912, 1.123], [-1.527, -1.088, -4.263], [-3.147, -0.474, -3.933], [-2.184, -1.174, -2.638], [-0.605, 0.942, -5.241], [-1.083, 2.523, -4.655], [-2.300, 1.394, -5.284], [0.416, -0.056, -3.221], [-0.090, 0.554, -1.641], [0.429, 1.667, -2.874], [-3.558, 2.560, -3.895], [-2.885, 3.763, -2.123], [-1.330, 3.482, -2.864], [-1.909, 2.991, 0.103], [-1.454, 4.520, -0.571], [-0.135, 1.813, 1.120], [2.256, 1.335, 1.394], [3.156, 3.982, -1.844], [0.751, 4.436, -2.136], [-3.799, 0.191, -1.637], [-3.856, 1.716, -0.773], [-1.180, -1.094, -0.937], [-1.827, 0.272, 2.955], [2.621, 0.472, 4.142], [1.599, -0.662, 4.105], [1.116, -0.815, 2.818], [0.422, -0.300, 5.038], [-0.036, 0.930, 4.743], [-0.621, -1.137, 4.879], [0.766, -0.314, 6.326], [2.293, -1.954, 4.603], [1.419, -2.925, 4.910], [3.085, -2.432, 3.623], [3.056, -1.747, 5.675], [2.179, 1.355, 3.687], [3.508, 0.183, 3.579], [2.922, 0.710, 5.160]]}

No. 2
{"formula": "C27H32CrFN5O6S", "method": "wB97M-V/def2-TZVPD", "s_squared": 3.80, "homo_lumo_gap_ev": [7.2, 7.4], "relative_energy_kcal_mol": 6.61, "total_charge": -1, "homo_energy_ev": [-4.7, -4.9], "multiplicity": 4, "max_force_ha_per_bohr": 0.022, "symbols": ["Cr", "O", "C", "O", "C", "O", "O", "C", "O", "C", "O", "N", "N", "H", "H", "H", "H", "H", "H", "C", "C", "C", "C", "C", "C", "C", "C", "C", "C", "C", "C", "N", "C", "C", "C", "C", "C", "C", "F", "H", "H", "H", "H", "H", "H", "H", "H", "H", "H", "H", "H", "H", "H", "H", "H", "H", "H", "H", "H", "H", "C", "C", "C", "C", "N", "C", "S", "N", "H", "H", "H", "H", "H"], "xyz": [[-1.086, -0.755, -0.101], [-4.468, 1.306, 0.355], [-3.580, 0.523, 0.099], [-2.333, 0.641, 0.435], [-3.831, -0.780, -0.721], [-4.940, -1.144, -1.060], [-2.725, -1.389, -0.983], [0.671, -2.335, -3.931], [0.781, -2.465, -2.520], [-0.269, -2.863, -1.806], [-0.230, -2.767, -0.565], [-1.211, -3.578, -2.446], [-2.326, -4.124, -1.780], [1.554, -1.782, -4.239], [-0.215, -1.756, -4.197], [0.663, -3.315, -4.417], [-1.357, -3.471, -3.434], [-3.033, -3.393, -1.719], [-2.023, -4.285, -0.825], [-0.417, 2.304, 2.699], [0.572, 2.729, 1.611], [-0.200, 3.182, 0.367], [1.658, 1.720, 1.240], [2.902, 2.291, 0.975], [4.017, 1.538, 0.670], [3.906, 0.162, 0.631], [2.684, -0.459, 0.850], [2.636, -1.976, 0.816], [3.296, -2.546, -0.442], [3.309, -2.565, 2.062], [1.532, 0.317, 1.130], [0.288, -0.355, 1.313], [0.031, -0.858, 2.546], [0.831, -0.659, 3.698], [0.476, -1.173, 4.929], [-0.686, -1.918, 5.095], [-1.489, -2.154, 3.986], [-1.116, -1.634, 2.776], [-1.911, -1.900, 1.670], [-0.957, 3.186, 3.053], [0.085, 1.848, 3.551], [-1.152, 1.607, 2.305], [1.112, 3.602, 1.995], [-0.895, 2.404, 0.069], [0.472, 3.385, -0.467], [-0.780, 4.082, 0.586], [3.000, 3.369, 1.029], [4.969, 2.022, 0.486], [4.780, -0.443, 0.423], [1.594, -2.282, 0.807], [4.379, -2.408, -0.424], [2.892, -2.063, -1.329], [3.094, -3.617, -0.508], [4.351, -2.240, 2.123], [3.290, -3.657, 2.020], [2.793, -2.250, 2.967], [1.730, -0.068, 3.589], [1.120, -0.997, 5.781], [-0.959, -2.317, 6.062], [-2.393, -2.745, 4.059], [-1.173, 4.970, -3.833], [-1.659, 3.604, -3.440], [-3.008, 3.279, -3.519], [-3.349, 1.988, -3.160], [-2.453, 1.120, -2.707], [-1.193, 1.542, -2.582], [-0.001, 0.469, -1.885], [-0.756, 2.739, -2.993], [-1.573, 5.256, -4.806], [-0.086, 4.986, -3.855], [-1.521, 5.693, -3.093], [-3.744, 4.000, -3.846], [-4.370, 1.624, -3.225]]}

No. 3
{"formula": "C27H32CrN7S2", "method": "wB97M-V/def2-TZVPD", "s_squared": 6.02, "homo_lumo_gap_ev": [6.6, 6.5], "total_charge": 1, "homo_energy_ev": [-9.5, -9.6], "multiplicity": 5, "max_force_ha_per_bohr": 0.044, "symbols": ["Cr", "C", "C", "C", "C", "C", "C", "C", "C", "C", "S", "C", "N", "H", "H", "H", "H", "H", "H", "H", "H", "N", "H", "H", "H", "C", "C", "N", "C", "S", "N", "C", "C", "H", "H", "H", "H", "H", "H", "H", "H", "H", "H", "H", "H", "N", "C", "C", "C", "C", "C", "C", "N", "C", "C", "C", "C", "N", "C", "C", "H", "H", "H", "H", "H", "H", "H", "H", "H"], "xyz": [[-0.374, 1.297, 0.017], [-2.513, 1.618, 2.591], [-1.123, 1.591, 3.162], [-0.920, 1.576, 4.554], [0.354, 1.566, 5.043], [1.450, 1.562, 4.155], [2.784, 1.561, 4.607], [3.806, 1.565, 3.699], [3.539, 1.553, 2.322], [2.250, 1.542, 1.833], [1.980, 1.486, 0.104], [1.168, 1.563, 2.762], [-0.117, 1.584, 2.308], [-3.253, 1.728, 3.380], [-2.722, 0.689, 2.053], [-2.612, 2.455, 1.896], [-1.775, 1.585, 5.217], [0.544, 1.571, 6.110], [2.985, 1.561, 5.671], [4.832, 1.573, 4.040], [4.361, 1.543, 1.618], [-2.543, 1.041, -0.786], [-2.925, 0.154, -0.472], [-2.557, 1.025, -1.801], [-3.193, 1.764, -0.496], [2.288, 5.135, -3.799], [2.019, 3.723, -3.281], [1.279, 3.699, -2.027], [-0.037, 3.792, -1.898], [-0.716, 3.679, -0.321], [-0.776, 4.018, -2.996], [-2.200, 4.343, -2.999], [-2.439, 5.847, -2.948], [2.806, 5.076, -4.756], [2.916, 5.687, -3.102], [1.368, 5.703, -3.943], [2.966, 3.220, -3.094], [1.481, 3.137, -4.033], [1.775, 3.431, -1.183], [-0.280, 4.241, -3.845], [-2.640, 3.875, -2.125], [-2.639, 3.911, -3.900], [-1.953, 6.267, -2.067], [-3.507, 6.057, -2.888], [-2.042, 6.335, -3.838], [-0.049, -5.724, -1.276], [-0.054, -7.024, -0.834], [0.007, -8.247, -1.494], [-0.013, -9.377, -0.703], [-0.095, -9.297, 0.698], [-0.158, -8.087, 1.351], [-0.134, -6.928, 0.570], [-0.175, -5.610, 0.946], [-0.122, -4.920, -0.165], [-0.158, -3.470, -0.188], [-0.135, -2.692, -1.347], [-0.204, -1.322, -1.249], [-0.295, -0.657, -0.087], [-0.291, -1.409, 1.033], [-0.227, -2.779, 1.028], [0.007, -5.428, -2.233], [0.073, -8.313, -2.572], [0.040, -10.350, -1.170], [-0.101, -10.214, 1.273], [-0.218, -8.018, 2.428], [-0.053, -3.142, -2.327], [-0.176, -0.705, -2.140], [-0.336, -0.867, 1.969], [-0.222, -3.346, 1.948]]}

No. 4
{"formula": "C27H32F19I2N2O4", "method": "wB97M-V/def2-TZVPD", "homo_lumo_gap_ev": 7.6, "total_charge": 1, "homo_energy_ev": -11.8, "max_force_ha_per_bohr": 0.050, "symbols": ["C", "C", "O", "C", "C", "O", "C", "C", "C", "C", "N", "N", "C", "C", "C", "C", "F", "C", "F", "F", "C", "C", "I", "C", "C", "I", "H", "H", "H", "H", "H", "H", "H", "H", "H", "H", "H", "H", "H", "H", "H", "H", "H", "H", "H", "H", "H", "H", "H", "H", "C", "C", "C", "F", "F", "F", "F", "O", "C", "C", "F", "F", "F", "F", "H", "H", "H", "H", "C", "C", "C", "F", "F", "F", "F", "O", "C", "C", "F", "F", "F", "F", "H", "H", "H", "H"], "xyz": [[2.465, -1.452, 0.732], [3.138, -0.726, -0.482], [2.081, -0.274, -1.351], [2.192, -0.812, -2.655], [1.027, -0.241, -3.561], [0.600, 0.988, -2.963], [-0.273, 1.728, -3.789], [-1.654, 0.999, -3.956], [-1.945, 0.368, -5.249], [-0.964, 0.376, -6.453], [-3.092, -0.267, -5.421], [-3.899, -0.298, -4.399], [-3.795, 0.185, -3.159], [-4.920, -0.005, -2.137], [-5.700, -1.370, -2.246], [-4.913, -2.431, -1.470], [-4.762, -2.318, -0.116], [-4.353, -3.496, -2.038], [-4.397, -3.590, -3.385], [-3.742, -4.459, -1.364], [-2.572, 0.934, -2.853], [-2.255, 1.561, -1.487], [-2.070, 0.048, 0.091], [-3.154, 2.810, -1.077], [-4.042, 2.621, 0.200], [-4.320, 3.611, -2.757], [1.732, -2.199, 0.342], [1.951, -0.719, 1.393], [3.248, -2.007, 1.291], [3.711, 0.155, -0.106], [3.806, -1.399, -1.070], [3.179, -0.537, -3.117], [2.161, -1.935, -2.609], [0.197, -0.986, -3.608], [1.446, -0.005, -4.567], [0.161, 2.057, -4.758], [-0.510, 2.668, -3.227], [0.076, 0.581, -6.148], [-1.345, 1.023, -7.269], [-0.974, -0.671, -6.849], [-4.782, -0.786, -4.579], [-5.670, 0.806, -2.341], [-4.614, 0.123, -1.082], [-5.986, -1.672, -3.272], [-6.661, -1.224, -1.689], [-1.215, 1.953, -1.575], [-2.460, 3.643, -0.828], [-3.483, 2.727, 1.152], [-4.624, 1.678, 0.222], [-4.798, 3.447, 0.172], [-0.168, 4.449, 3.849], [-0.793, 4.138, 2.476], [0.172, 4.132, 1.291], [0.737, 5.334, 1.093], [-0.499, 3.825, 0.142], [-1.826, 4.983, 2.255], [-1.340, 2.888, 2.562], [-0.309, 5.781, 4.324], [0.647, 6.720, 3.932], [0.027, 7.868, 3.134], [-0.546, 7.415, 1.997], [0.979, 8.757, 2.774], [1.654, 6.116, 3.273], [1.180, 7.212, 5.069], [-0.725, 3.850, 4.572], [0.861, 4.093, 3.927], [0.961, 3.388, 1.427], [-0.734, 8.385, 3.722], [5.275, -5.211, 2.492], [4.754, -3.998, 3.286], [5.183, -3.924, 4.751], [4.721, -4.969, 5.465], [4.673, -2.805, 5.325], [3.406, -3.940, 3.176], [5.234, -2.882, 2.662], [4.373, -6.300, 2.328], [4.327, -7.269, 3.331], [2.944, -7.360, 3.977], [2.603, -6.192, 4.564], [2.936, -8.309, 4.939], [5.304, -7.057, 4.231], [4.612, -8.445, 2.732], [5.442, -4.851, 1.475], [6.257, -5.541, 2.835], [6.271, -3.885, 4.843], [2.183, -7.606, 3.232]]}

DFT total energy
In order: -135081.603 -90233.745 -89040.384 -107511.968
Unit: eV